This record from the OMol25 dataset describes a structure of composition C32H58AsBCuN7SSi3 in a non-equilibrium geometry. The level of theory is ωB97M-V with the def2-TZVPD basis set.

Geometry as ORCA input:
```
! wB97M-V def2-TZVPD RIJCOSX def2/J DEFGRID3
* xyz -1 2
Cu 0.961 -0.659 0.430
C 0.641 2.366 -3.106
C 0.568 3.672 -2.310
C 0.967 4.870 -3.165
C 1.418 3.565 -1.072
C 2.305 4.511 -0.525
C 2.839 3.878 0.574
N 2.297 2.645 0.661
N 1.430 2.450 -0.345
B 2.861 1.549 1.593
N 1.853 0.939 2.591
C 2.028 0.982 3.921
C 0.989 0.304 4.516
C 0.204 -0.160 3.449
N 0.741 0.224 2.287
C -1.078 -0.929 3.623
C -0.869 -2.439 3.490
C -2.174 -0.447 2.677
N 3.520 0.433 0.748
C 4.821 0.107 0.770
C 5.054 -0.805 -0.233
C 3.800 -1.001 -0.840
N 2.881 -0.256 -0.228
C 3.546 -1.856 -2.051
C 4.549 -1.488 -3.153
C 2.131 -1.718 -2.601
H 0.003 2.413 -3.992
H 1.669 2.179 -3.424
H 0.327 1.536 -2.473
H -0.477 3.808 -1.997
H 2.022 4.807 -3.442
H 0.376 4.893 -4.083
H 0.805 5.808 -2.631
H 2.523 5.509 -0.867
H 3.569 4.223 1.288
H 3.725 2.072 2.244
H 2.870 1.493 4.358
H 0.812 0.152 5.567
H -1.395 -0.728 4.652
H -0.556 -2.693 2.480
H -0.093 -2.789 4.173
H -1.797 -2.970 3.719
H -1.871 -0.620 1.645
H -3.110 -0.976 2.870
H -2.347 0.625 2.805
H 5.495 0.551 1.485
H 5.989 -1.279 -0.480
H 3.711 -2.899 -1.762
H 4.452 -0.429 -3.400
H 5.581 -1.678 -2.853
H 4.342 -2.070 -4.054
H 1.983 -0.712 -2.997
H 1.972 -2.435 -3.410
H 1.389 -1.885 -1.826
C -0.715 -7.251 -1.340
Si 0.155 -6.126 -0.077
C -0.360 -6.698 1.652
C 2.006 -6.388 -0.330
C -0.537 -4.398 -0.372
C -1.781 -4.239 -0.957
C -2.325 -2.974 -1.173
C -1.565 -1.882 -0.815
N -0.367 -1.984 -0.239
C 0.158 -3.217 0.028
S 1.625 -3.217 0.888
H -0.309 -8.264 -1.297
H -0.578 -6.876 -2.357
H -1.789 -7.319 -1.151
H -0.077 -7.738 1.831
H -1.441 -6.613 1.782
H 0.120 -6.076 2.410
H 2.240 -7.449 -0.468
H 2.560 -6.009 0.525
H 2.356 -5.838 -1.206
H -2.343 -5.115 -1.268
H -3.304 -2.841 -1.614
H -1.921 -0.872 -0.973
C -3.368 1.127 -2.936
Si -3.593 2.020 -1.269
C -5.143 1.245 -0.475
C -4.126 3.785 -1.754
As -1.680 1.690 0.031
Si -1.878 3.565 1.371
C -1.560 5.209 0.474
C -0.638 3.486 2.797
C -3.596 3.741 2.176
H -4.332 0.928 -3.409
H -2.849 0.173 -2.811
H -2.773 1.729 -3.627
H -5.994 1.270 -1.159
H -5.426 1.775 0.438
H -4.954 0.203 -0.204
H -4.987 3.765 -2.425
H -3.315 4.312 -2.265
H -4.397 4.371 -0.873
H -0.552 5.217 0.054
H -1.654 6.057 1.156
H -2.266 5.353 -0.347
H 0.384 3.514 2.410
H -0.741 2.558 3.366
H -0.768 4.325 3.485
H -4.360 3.975 1.429
H -3.602 4.536 2.924
H -3.893 2.811 2.668
*
```

## Properties
<S²> ... 0.75
Orbital gap (alpha / beta) ... 6.773 / 5.377 eV
HOMO (alpha / beta) ... -4.18 / -4.17 eV

This record from the OMol25 dataset describes a structure of composition C2H6ClN3 in a non-equilibrium geometry. The level of theory is ωB97M-V with the def2-TZVPD basis set.

Geometry as ORCA input:
```
! wB97M-V def2-TZVPD RIJCOSX def2/J DEFGRID3
* xyz 0 1
C 0.776 -0.178 -0.378
C 0.898 0.250 1.084
H -2.095 1.017 -0.304
H -2.450 -0.689 0.502
H -0.740 -0.898 -1.890
H 1.256 -0.739 -2.064
H 0.712 -0.663 1.846
H 2.022 0.518 1.478
N -1.652 0.151 0.109
N -0.555 -0.262 -0.722
N 1.752 -0.323 -1.231
Cl 0.076 1.816 1.570
*
```

## Properties
Orbital gap ... 9.603 eV
HOMO ... -9.13 eV

This record from the OMol25 dataset describes a structure of composition C26H20CsN6O2S in a non-equilibrium geometry. The level of theory is ωB97M-V with the def2-TZVPD basis set.

Geometry as ORCA input:
```
! wB97M-V def2-TZVPD RIJCOSX def2/J DEFGRID3
* xyz -1 1
Cs -0.509 0.281 0.606
O 1.516 1.298 -1.238
C 1.794 2.421 -1.724
C 3.096 2.980 -1.426
C 3.478 4.132 -2.053
C 2.562 4.865 -2.740
C 1.227 4.447 -2.939
C 0.868 3.169 -2.539
C -0.301 2.644 -3.081
N -0.869 1.576 -2.519
N -1.925 1.113 -2.996
C -2.185 -0.209 -2.691
O -1.443 -0.921 -1.991
C -3.356 -0.738 -3.426
C -3.704 -2.082 -3.245
C -4.684 -2.654 -4.063
C -5.282 -1.872 -5.065
C -4.992 -0.524 -5.112
C -4.029 0.045 -4.323
H 3.745 2.420 -0.755
H 4.513 4.495 -1.990
H 2.855 5.846 -3.222
H 0.525 5.080 -3.411
H -0.793 3.183 -3.911
H -3.199 -2.609 -2.469
H -4.949 -3.718 -3.924
H -6.058 -2.263 -5.605
H -5.706 0.063 -5.699
H -3.801 1.127 -4.372
N 1.533 -3.632 3.268
C 1.032 -2.864 4.331
C 1.171 -2.954 5.706
C 1.044 -1.843 6.465
C 0.509 -0.679 5.874
C 0.258 -0.595 4.466
C 0.632 -1.646 3.629
N 0.902 -1.688 2.266
C 1.423 -2.912 2.104
C 1.889 -3.319 0.778
C 2.379 -4.606 0.445
S 2.944 -4.778 -1.176
C 2.534 -3.043 -1.360
N 1.858 -2.485 -0.376
H 1.711 -4.680 3.298
H 1.400 -3.926 6.118
H 1.162 -1.935 7.541
H 0.291 0.210 6.434
H -0.299 0.311 4.088
H 2.430 -5.425 1.179
H 2.387 -2.688 -2.339
C 0.491 3.785 4.678
C 0.435 3.252 3.292
N 0.104 2.805 2.239
H 1.182 3.214 5.285
H -0.538 3.665 5.085
H 0.742 4.860 4.605
*
```

## Properties
Orbital gap ... 3.369 eV
HOMO ... -1.81 eV

This record from the OMol25 dataset describes a cluster of 6 separate species, C12H32F2N6O11S2 in total in a non-equilibrium geometry. The level of theory is ωB97M-V with the def2-TZVPD basis set.

Geometry as ORCA input:
```
! wB97M-V def2-TZVPD RIJCOSX def2/J DEFGRID3
* xyz 3 2
C 0.413 -2.879 -3.344
C 1.669 -2.240 -3.901
O 2.386 -2.740 -4.737
N 2.098 -0.968 -3.128
H 1.522 -0.939 -2.299
H 3.067 -0.959 -2.842
C 1.780 0.307 -3.959
H -0.352 -2.128 -3.538
H 0.462 -3.124 -2.283
H 0.284 -3.896 -3.714
H 2.012 1.050 -3.197
H 0.789 0.229 -4.409
H 2.435 0.282 -4.830
C 3.561 2.338 -0.383
C 4.505 1.379 0.379
O 5.362 1.847 1.139
N 4.211 -0.142 0.387
H 3.256 -0.402 0.588
H 4.493 -0.568 -0.484
C 5.048 -0.853 1.396
H 3.318 1.809 -1.305
H 4.071 3.188 -0.836
H 2.777 2.731 0.264
H 4.666 -0.421 2.321
H 6.109 -0.769 1.161
H 4.756 -1.903 1.402
C -2.471 2.549 2.499
C -1.010 2.576 3.033
O -0.318 3.637 2.870
N -0.447 1.351 3.732
H -1.161 1.123 4.409
H -0.284 0.578 3.103
C 0.721 1.618 4.658
H -2.747 1.644 1.958
H -2.798 3.412 1.919
H -3.278 2.582 3.231
H 0.396 2.220 5.506
H 1.382 2.217 4.030
H 1.350 0.798 5.004
C -4.532 -0.951 -2.110
C -3.185 -0.337 -2.329
O -2.345 -0.770 -3.136
N -2.821 0.825 -1.442
H -3.596 1.038 -0.831
H -2.163 0.647 -0.697
C -2.303 2.019 -2.316
H -4.846 -1.630 -2.904
H -5.258 -0.208 -1.782
H -4.315 -1.610 -1.270
H -1.345 1.808 -2.790
H -2.268 2.910 -1.690
H -2.874 2.107 -3.241
N -3.543 -2.992 2.439
S -3.055 -1.362 2.284
O -3.178 -0.757 0.988
O -2.070 -0.961 3.280
F -4.345 -0.928 3.157
S -2.371 -3.481 1.709
O -1.108 -3.464 2.439
O -2.313 -3.194 0.281
F -2.706 -5.052 1.827
N 0.630 -0.032 0.568
O -0.573 0.261 0.667
O 1.422 0.255 1.489
O 1.025 -0.682 -0.392
*
```

## Properties
<S²> ... 0.76
Orbital gap (alpha / beta) ... 9.790 / 5.515 eV
HOMO (alpha / beta) ... -18.57 / -18.57 eV